# 1
The following is a quantum chemistry calculation of C3H6O5 as an isolated structure at a distorted geometry, from the Open Molecules 2025 dataset.

Structure (XYZ):
```
14
C3H6O5, DFT ωB97M-V/def2-TZVPD
C 0.03204 -0.15383 1.74088
H -2.59769 1.36291 0.78228
C 0.31281 -0.36320 0.27399
H -0.13720 0.37535 -2.28233
H 1.37440 -0.56024 -2.10832
O 0.85110 0.59086 -0.44647
O 0.09581 -1.17432 2.42996
H 0.44793 -2.06315 0.88631
O -1.76945 1.26293 0.29609
O -1.46223 -0.12185 0.49521
C 0.87583 0.38029 -1.87833
O 0.52002 -1.62582 -0.02250
H 1.43995 1.21705 -2.28482
H 0.01670 0.87301 2.11805
```

Properties
LUMO level in eV: 0.81

=====

# 2
The following is a quantum chemistry calculation of C53H30ClIN9O2STi as an isolated structure at a distorted geometry, from the Open Molecules 2025 dataset.

Structure (XYZ):
```
98
C53H30ClIN9O2STi, DFT ωB97M-V/def2-TZVPD
C -0.56956 -2.14288 -2.31849
C -3.44460 -1.31616 -0.28138
C -5.58432 -2.06101 0.47751
C -1.01670 2.39982 0.72874
C -4.43587 -2.32046 -0.22498
O 0.86081 -0.92365 -0.09150
N -1.61623 -2.30954 -1.58309
H 1.49552 6.55100 2.82190
H -3.65481 -1.10385 3.08215
C 2.31065 3.58185 -6.70243
Ti 0.24370 0.45765 -1.20579
N 2.61689 0.84889 -0.76914
C 1.75902 -4.65054 -4.74430
H 2.39262 -5.24621 -5.38961
C -3.25444 -0.35607 3.75559
C 1.63464 2.24310 -4.84457
C 1.85093 -3.26784 -4.77170
C -0.49267 3.55364 1.46938
C -5.78366 -0.80861 1.13335
H -1.83009 2.30063 6.18176
H 0.80285 -6.37678 -3.88487
C -2.45355 0.67684 0.20762
H -4.18267 1.55344 6.40269
C -0.10070 5.15600 3.18297
Cl 6.56965 -2.22048 0.55564
N 1.42198 -0.17214 -4.40938
H -1.68050 -5.65279 4.89331
H -0.67832 -5.05675 -2.38708
H -0.32249 5.56715 4.16026
C 3.45885 1.79229 -1.08636
H 3.04214 2.71187 -1.47480
H -6.36105 -2.81572 0.53193
C -0.26872 -2.61267 4.37748
C 0.51960 4.12479 0.69842
C 0.89708 -1.09648 -3.68725
C 1.02896 -2.54280 -3.91750
H -5.09757 -0.12466 4.81589
C -1.43781 -4.72211 4.39341
H -0.38348 1.32116 4.39023
C 1.51682 3.39905 -4.04655
H -1.63547 3.63965 3.29235
C 3.11420 -0.32723 -0.28680
H 1.68971 5.56055 -3.96952
C -2.02257 -4.41677 3.16796
H -4.28122 -3.27089 -0.72565
H -0.07316 -4.07838 5.92990
O 0.57919 -0.06222 2.86397
C -2.23178 1.55545 5.50350
C -0.54391 -3.82843 4.98543
H 2.54288 -2.75343 -5.42738
C 0.12507 -3.17982 -3.07324
C 0.59254 3.35680 -0.54240
C -4.06388 0.19515 4.73734
N -2.10667 1.76146 0.96929
H 4.26881 -3.80754 0.85034
C -1.74218 -3.20120 2.55022
C 5.36628 0.48198 -0.46476
H 0.41689 -1.89709 4.82207
H -2.69871 -5.12034 2.69233
H -6.71169 -0.63307 1.66655
C 4.87388 -1.85949 0.31680
N -0.22888 2.21954 -0.40953
N -1.62109 -0.02106 -0.66476
C -4.82244 0.16896 1.10037
C -0.83019 4.07630 2.71028
C 0.93597 5.71400 2.42174
H 2.13772 1.44470 -6.79935
N -0.01125 -0.90245 -2.64936
C -3.55210 1.14243 5.62284
I 1.22486 -4.08273 0.73843
C 3.95067 -2.81754 0.55252
C 1.24835 5.21305 1.16638
C -0.88690 -2.30697 3.17815
C 1.08798 2.98403 -2.76332
C 0.02327 -4.56756 -3.05285
C 2.18292 4.75204 -5.89934
N 0.88184 1.60302 -2.80222
C 4.48406 -0.57014 -0.13290
C 4.85951 1.64652 -0.93668
C 2.56111 -2.54435 0.40833
H 2.62494 3.68030 -7.73517
C 2.04270 2.33763 -6.19039
H 2.38934 5.72089 -6.34039
C 2.13133 -1.30187 0.03134
N 1.09869 3.77504 -1.65480
C -1.41721 1.01372 4.51194
S -0.74270 -0.66155 2.47266
H -4.95987 1.11995 1.60311
H 6.43395 0.34315 -0.34291
C -1.93221 0.05497 3.65855
H 2.04518 5.63533 0.56716
C 1.26987 1.13767 -4.04550
C -2.18453 -1.27160 -0.91731
H -2.17930 -2.94801 1.58546
C 1.79449 4.67292 -4.58342
C -3.62707 -0.09070 0.39367
C 0.85067 -5.29408 -3.89026
H 5.50522 2.47029 -1.21022
```

Properties
LUMO level in eV: 1.59
Charge: -1

=====

# 3
The following is a quantum chemistry calculation of C25H18FeN3O2S4 as an isolated structure at a distorted geometry, from the Open Molecules 2025 dataset.

Structure (XYZ):
```
53
C25H18FeN3O2S4, DFT ωB97M-V/def2-TZVPD
S -1.39161 5.98434 -3.40807
H 3.77757 -6.42189 -1.80490
H -1.48472 4.92865 -5.47465
H 2.85370 1.61940 3.04625
S -1.04673 4.27719 -1.01890
C 1.15882 -4.30752 -1.55202
C -1.09935 -0.00088 4.29344
C -0.81093 2.26488 -7.43438
O -0.36776 -2.18026 -0.38141
S -0.40279 1.47932 -0.02520
C -0.98978 0.44870 5.63780
H -4.12768 -1.52605 4.51710
H 2.25866 0.14553 2.24500
C -2.26555 -0.71078 3.89200
C -2.02847 0.17678 6.54880
C -1.13946 3.55988 -7.07002
C -0.73839 2.54313 -1.29742
H 0.23049 -4.03045 -2.02815
N -0.74945 2.24337 -2.54321
H -0.45576 0.94003 -4.34367
C -1.21996 3.91835 -5.73524
O 1.21202 -1.78343 1.06636
C 0.95523 0.89565 3.73055
H 3.00326 -3.40752 1.12846
H -1.33154 4.30694 -7.82622
H -3.92493 -0.74153 6.84382
S -2.46148 -1.21957 2.24032
C 1.97495 1.10893 2.66785
C 3.52931 -4.96751 -0.25778
H 0.29733 1.52313 6.99410
C -3.25233 -0.97418 4.82480
N -0.13124 0.23305 3.38456
H 1.66330 -5.85720 -2.93842
C -1.14930 4.48681 -2.76205
H -0.74643 1.99805 -8.47791
C 1.55229 -3.61315 -0.41320
C -3.13157 -0.52956 6.14254
C -0.95497 2.97704 -4.74819
C -0.57220 1.31880 -6.45109
C 2.73409 -3.95437 0.23887
C 0.74804 -2.47762 0.11115
C -0.64147 1.66624 -5.11576
H -1.93718 0.53133 7.56588
C 1.14058 1.38156 5.03873
C 0.17801 1.15983 5.98389
Fe -0.55429 -0.43233 1.12294
N -0.97573 3.28051 -3.36672
H -0.32368 0.30295 -6.72077
H 1.54092 1.70233 1.86288
C 3.14671 -5.64165 -1.40627
H 2.04192 1.92423 5.27926
C 1.95919 -5.32039 -2.04805
H 4.45037 -5.22912 0.24231
```

Properties
LUMO level (spin up / spin down) in eV: -0.64 / -2.17
2S+1: 6

=====

ΔE to the lowest compared entry with this formula, charge and spin across the listed records, respectively: 5.414, 0.000, 1.491 eV.
Energy across the listed records, respectively: -13441.1098, -127535.4617, -112511.5863 eV.